Formula: BrCrPd
Source: the Open Molecules 2025 dataset
Level of theory: ωB97M-V with the def2-TZVPD basis set

Output
M	238.32	g/mol
charge	+3
maximum force	0.38	eV Å⁻¹
⟨S²⟩	12.020
E_HOMO (spin up / spin down)	-25.78 / -24.66	eV
energy above the lowest of the compared OMol25 structures with the same formula, charge and spin	0.079	eV
2S+1	7

Positions of all 3 atoms, in Å:
Pd: 12.330 31.396 -12.371
Cr: 12.120 30.784 -17.208
Br: 13.580 31.444 -15.081

---

Formula: BrFHOPS
Source: the Open Molecules 2025 dataset
Level of theory: ωB97M-V with the def2-TZVPD basis set

Output
M	178.95	g/mol
charge	0
maximum force	3.94	eV Å⁻¹
E_HOMO	-10.81	eV
energy above the lowest of the compared OMol25 structures with the same formula, charge and spin	1.739	eV
structure (SMILES)	O=P(=S)Br.F

Positions of all 6 atoms, in Å:
O: -3.331 -1.242 2.118
F: -0.490 0.237 -0.057
P: -3.516 0.135 1.887
S: -3.020 1.658 2.886
Br: -4.068 0.274 -0.318
H: -1.365 -0.027 -0.362

---

Formula: BrH14O7
Source: the Open Molecules 2025 dataset
Level of theory: ωB97M-V with the def2-TZVPD basis set

Output
M	206.01	g/mol
charge	-1
maximum force	0.55	eV Å⁻¹
E_HOMO	-4.87	eV
energy above the lowest of the compared OMol25 structures with the same formula, charge and spin	1.614	eV

Positions of all 22 atoms, in Å:
Br: 0.630 0.473 0.919
O: 3.559 1.530 -2.768
H: 3.383 0.853 -3.421
H: 2.900 1.386 -2.089
O: -3.740 -0.763 0.276
H: -3.730 -1.468 -0.372
H: -2.849 -0.414 0.266
O: -0.654 3.062 -2.530
H: -0.649 2.378 -3.199
H: -0.510 2.594 -1.707
O: 0.572 -1.235 -3.582
H: -0.106 -1.774 -3.990
H: 0.433 -1.344 -2.642
O: -1.583 4.101 3.516
H: -1.471 3.227 3.144
H: -1.035 4.666 2.971
O: 2.727 -1.370 4.438
H: 2.019 -1.179 3.824
H: 3.044 -2.234 4.178
O: -1.369 -4.171 0.882
H: -0.778 -4.914 1.005
H: -0.794 -3.405 0.882

---

Formula: BrH14O7
Source: the Open Molecules 2025 dataset
Level of theory: ωB97M-V with the def2-TZVPD basis set

Output
M	206.01	g/mol
charge	-1
maximum force	9.40	eV Å⁻¹
E_HOMO	-6.27	eV
energy above the lowest of the compared OMol25 structures with the same formula, charge and spin	3.405	eV

Positions of all 22 atoms, in Å:
Br: 0.407 0.107 -0.279
O: 0.954 1.295 -3.278
H: 1.837 1.442 -3.247
H: 0.575 0.831 -2.478
O: 2.340 1.668 2.119
H: 2.939 1.081 1.793
H: 1.715 1.418 1.374
O: -1.995 0.943 2.024
H: -2.903 1.058 2.183
H: -1.696 1.457 1.347
O: -0.883 -2.098 -2.238
H: -0.555 -1.417 -1.752
H: -1.593 -1.522 -2.648
O: -1.376 -1.871 1.816
H: -0.574 -2.004 1.593
H: -1.386 -0.925 1.781
O: -1.335 2.339 -0.120
H: -0.635 1.615 -0.397
H: -0.837 2.724 0.544
O: 1.712 -2.860 0.168
H: 1.107 -2.206 0.198
H: 2.175 -3.085 -0.506

---

Formula: BrH2NO2S
Source: the Open Molecules 2025 dataset
Level of theory: ωB97M-V with the def2-TZVPD basis set

Output
M	159.99	g/mol
charge	0
maximum force	6.87	eV Å⁻¹
E_HOMO	-9.04	eV
energy above the lowest of the compared OMol25 structures with the same formula, charge and spin	4.854	eV

Positions of all 7 atoms, in Å:
N: 0.173 0.352 -0.382
O: 1.254 1.043 -0.691
O: 0.350 -1.229 1.483
S: -0.693 -0.446 0.912
Br: -2.576 -1.475 -0.185
H: -0.669 0.555 -0.697
H: 2.160 1.200 -0.439

---

Formula: BrH2NOS2
Source: the Open Molecules 2025 dataset
Level of theory: ωB97M-V with the def2-TZVPD basis set

Output
M	176.06	g/mol
charge	0
maximum force	4.76	eV Å⁻¹
E_HOMO	-9.98	eV
energy above the lowest of the compared OMol25 structures with the same formula, charge and spin	1.644	eV

Positions of all 7 atoms, in Å:
N: -1.315 0.737 -0.261
O: -0.007 -0.870 -1.616
S: 1.655 1.432 -0.555
S: 0.073 0.236 -0.643
Br: 0.192 -1.392 1.643
H: -2.141 0.290 0.117
H: 1.542 -0.433 1.315

---

Formula: BrH3NOP
Source: the Open Molecules 2025 dataset
Level of theory: ωB97M-V with the def2-TZVPD basis set

Output
M	143.91	g/mol
charge	0
maximum force	4.01	eV Å⁻¹
E_HOMO	-9.66	eV
energy above the lowest of the compared OMol25 structures with the same formula, charge and spin	0.360	eV
structure (SMILES)	NP(O)Br

Positions of all 7 atoms, in Å:
N: -0.465 -1.124 -0.134
O: 0.084 1.348 -0.695
P: 0.850 -0.142 0.018
Br: 0.703 0.541 2.091
H: -1.408 -1.048 0.249
H: -0.354 -1.691 -1.114
H: 0.590 2.116 -0.415

---

Formula: BrH4N2P
Source: the Open Molecules 2025 dataset
Level of theory: ωB97M-V with the def2-TZVPD basis set

Output
M	142.92	g/mol
charge	0
maximum force	2.99	eV Å⁻¹
E_HOMO	-9.75	eV
energy above the lowest of the compared OMol25 structures with the same formula, charge and spin	1.364	eV
structure (SMILES)	[H]/N=P/N.Br

Positions of all 8 atoms, in Å:
N: -0.039 -1.573 0.001
N: -1.025 0.633 -0.201
P: -1.378 -0.838 -0.672
Br: 2.318 2.170 0.620
H: 0.563 -0.805 0.069
H: 0.077 -2.567 0.117
H: -1.574 1.400 -0.583
H: 1.059 1.581 0.649

---

Formula: BrH6LiO3
Source: the Open Molecules 2025 dataset
Level of theory: ωB97M-V with the def2-TZVPD basis set

Output
M	140.89	g/mol
charge	0
maximum force	6.22	eV Å⁻¹
E_HOMO	-7.82	eV
energy above the lowest of the compared OMol25 structures with the same formula, charge and spin	3.358	eV

Positions of all 11 atoms, in Å:
Li: 0.066 0.120 -0.110
Br: 0.993 1.104 -1.488
O: -1.160 0.916 0.315
H: -1.261 0.862 1.265
H: -0.936 1.831 0.148
O: 1.327 -0.492 0.876
H: 1.704 0.117 1.511
H: 2.063 -1.038 0.600
O: -0.798 -0.782 -0.962
H: -1.639 -1.162 -0.707
H: -0.358 -1.478 -1.449

---

Formula: BrHN2
Source: the Open Molecules 2025 dataset
Level of theory: ωB97M-V with the def2-TZVPD basis set

Output
M	108.93	g/mol
charge	0
maximum force	1.45	eV Å⁻¹
E_HOMO	-11.06	eV
energy above the lowest of the compared OMol25 structures with the same formula, charge and spin	0.049	eV
structure (SMILES)	N#N.Br

Positions of all 4 atoms, in Å:
N: 2.856 -0.298 -0.491
N: 2.583 0.705 -0.805
Br: -2.392 0.275 1.110
H: -3.046 -0.682 0.185

---

Formula: BrHNO
Source: the Open Molecules 2025 dataset
Level of theory: ωB97M-V with the def2-TZVPD basis set

Output
M	110.92	g/mol
charge	-1
maximum force	3.45	eV Å⁻¹
E_HOMO	-3.43	eV
energy above the lowest of the compared OMol25 structures with the same formula, charge and spin	0.452	eV

Positions of all 4 atoms, in Å:
N: -0.392 -0.346 -0.441
O: -0.608 -1.296 0.284
Br: 1.742 0.774 0.057
H: -0.742 0.868 0.101

---

Formula: BrHNO4RbS2
Source: the Open Molecules 2025 dataset
Level of theory: ωB97M-V with the def2-TZVPD basis set

Output
M	308.52	g/mol
charge	0
maximum force	11.41	eV Å⁻¹
E_HOMO	-9.97	eV

Positions of all 10 atoms, in Å:
O: 1.789 -1.138 -0.423
S: 1.285 0.094 -0.050
O: 1.440 0.355 1.378
N: -0.222 0.335 -0.718
S: -1.313 -0.682 -0.093
O: -0.999 -1.032 1.229
O: -1.544 -1.758 -0.928
Br: -3.143 0.578 -0.104
H: 2.112 0.996 -0.708
Rb: 0.596 2.252 0.417

---

Formula: BrHO2
Source: the Open Molecules 2025 dataset
Level of theory: ωB97M-V with the def2-TZVPD basis set

Output
M	112.91	g/mol
charge	0
maximum force	2.42	eV Å⁻¹
E_HOMO (spin up / spin down)	-10.68 / -10.51	eV
energy above the lowest of the compared OMol25 structures with the same formula, charge and spin	0.540	eV

Positions of all 4 atoms, in Å:
O: 0.192 -0.699 -0.417
O: 1.161 -1.197 0.253
Br: 3.328 0.047 -0.037
H: -0.046 0.221 -0.196

---

Formula: BrHf
Source: the Open Molecules 2025 dataset
Level of theory: ωB97M-V with the def2-TZVPD basis set

Output
M	258.39	g/mol
charge	+4
maximum force	1.42	eV Å⁻¹
⟨S²⟩	0.814
E_HOMO (spin up / spin down)	-34.19 / -34.34	eV
energy above the lowest of the compared OMol25 structures with the same formula, charge and spin	0.437	eV
2S+1	2

Positions of all 2 atoms, in Å:
Hf: 0.972 0.564 -0.977
Br: -0.972 -0.564 0.977

---

Formula: BrIO2S2
Source: the Open Molecules 2025 dataset
Level of theory: ωB97M-V with the def2-TZVPD basis set

Output
M	302.94	g/mol
charge	0
maximum force	3.09	eV Å⁻¹
E_HOMO (spin up / spin down)	-8.48 / -9.21	eV
energy above the lowest of the compared OMol25 structures with the same formula, charge and spin	1.332	eV

Positions of all 6 atoms, in Å:
O: -0.466 0.343 -0.598
O: -1.214 -2.060 1.026
S: -0.810 1.775 -0.854
S: -0.234 -1.049 1.090
Br: 1.239 -1.795 -0.424
I: 1.485 2.787 -0.239

---

Formula: BrMn
Source: the Open Molecules 2025 dataset
Level of theory: ωB97M-V with the def2-TZVPD basis set

Output
M	134.84	g/mol
charge	+1
maximum force	2.84	eV Å⁻¹
⟨S²⟩	8.762
E_HOMO (spin up / spin down)	-15.02 / -15.03	eV
energy above the lowest of the compared OMol25 structures with the same formula, charge and spin	0.580	eV
2S+1	6

Positions of all 2 atoms, in Å:
Mn: -0.285 -1.239 0.258
Br: 0.285 1.239 -0.258

---

Formula: BrNa
Source: the Open Molecules 2025 dataset
Level of theory: ωB97M-V with the def2-TZVPD basis set

Output
M	102.89	g/mol
charge	0
maximum force	0.57	eV Å⁻¹
E_HOMO	-6.28	eV
energy above the lowest of the compared OMol25 structures with the same formula, charge and spin	2.689	eV

Positions of all 2 atoms, in Å:
Na: 0.000 0.000 -2.700
Br: 0.000 0.000 2.700

---

Formula: BrO4S
Source: the Open Molecules 2025 dataset
Level of theory: ωB97M-V with the def2-TZVPD basis set

Output
M	175.97	g/mol
charge	-1
maximum force	1.19	eV Å⁻¹
E_HOMO	-4.31	eV
energy above the lowest of the compared OMol25 structures with the same formula, charge and spin	2.030	eV

Positions of all 6 atoms, in Å:
O: -0.650 1.634 -0.242
O: 1.497 0.750 -0.983
O: -0.551 -0.401 -1.720
O: -0.749 -1.589 2.451
S: 0.075 0.545 -0.822
Br: 0.378 -0.939 1.317

---

Formula: BrOP
Source: the Open Molecules 2025 dataset
Level of theory: ωB97M-V with the def2-TZVPD basis set

Output
M	126.88	g/mol
charge	0
maximum force	2.60	eV Å⁻¹
E_HOMO	-10.52	eV
energy above the lowest of the compared OMol25 structures with the same formula, charge and spin	0.283	eV
structure (SMILES)	O=PBr

Positions of all 3 atoms, in Å:
O: -1.301 0.529 0.000
P: -0.521 -0.676 0.000
Br: 1.822 0.148 0.000